# 1
{
  "formula": "C5H11N",
  "method": "ωB97M-V/def2-TZVPD",
  "elements": ["C", "N", "C", "C", "C", "C", "H", "H", "H", "H", "H", "H", "H", "H", "H", "H", "H"],
  "xyz": [[1.7211, 0.4998, -0.6623], [1.1892, -0.3947, 0.3328], [0.5519, 0.1381, 1.5300], [-0.2226, -0.3692, 0.3415], [-0.9744, 0.9544, -0.7043], [-1.0925, -1.6067, 0.1853], [1.9655, -0.0775, -1.5627], [0.8168, 1.1266, -0.8815], [2.6119, 1.0252, -0.3013], [0.4261, 1.2122, 1.6743], [0.8531, -0.3880, 2.4466], [-1.7717, 1.2200, -0.0314], [-1.3444, 0.4307, -1.5911], [-0.7075, 1.9678, -1.1474], [-2.1009, -1.3612, 0.5286], [-1.1456, -1.8620, -0.8791], [-0.7761, -2.5152, 0.7221]],
  "multiplicity": 1,
  "homo_lumo_gap_ev": 10.094,
  "fmax_ha_per_bohr": 0.0430,
  "smiles": "CN1CC1(C)C",
  "homo_energy_ev": -9.06,
  "relative_energy_ev": 3.345
}



# 2
{
  "formula": "C5H11N",
  "method": "ωB97M-V/def2-TZVPD",
  "elements": ["C", "C", "N", "C", "C", "C", "H", "H", "H", "H", "H", "H", "H", "H", "H", "H", "H"],
  "xyz": [[2.1661, 0.3982, -0.4105], [1.0657, -0.5616, 0.0195], [0.1103, -0.1066, 1.0359], [-0.6779, 1.1039, 0.8851], [-1.3243, -0.2163, 0.7403], [-1.7817, -0.6523, -0.6323], [2.6768, -0.0246, -1.2872], [1.7530, 1.3679, -0.7034], [2.9240, 0.5636, 0.3600], [0.5648, -0.8989, -0.8938], [1.5390, -1.4587, 0.4254], [-0.8528, 1.6331, 1.8171], [-0.5489, 1.7315, 0.0000], [-1.9372, -0.6040, 1.5639], [-2.7218, -0.1622, -0.9017], [-1.9160, -1.7401, -0.6353], [-1.0391, -0.3728, -1.3830]],
  "multiplicity": 1,
  "homo_lumo_gap_ev": 9.842,
  "fmax_ha_per_bohr": 0.0083,
  "smiles": "CCN1C[C@H]1C",
  "homo_energy_ev": -8.68,
  "relative_energy_ev": 1.490
}



# 3
{
  "formula": "C5H11N",
  "method": "ωB97M-V/def2-TZVPD",
  "elements": ["C", "C", "N", "C", "C", "C", "H", "H", "H", "H", "H", "H", "H", "H", "H", "H", "H"],
  "xyz": [[0.6383, -2.1417, 0.2812], [0.8251, -0.7358, 0.7488], [0.9023, 0.2709, -0.0663], [0.8338, 0.5675, -1.4925], [0.8185, 1.5505, -0.3952], [-1.9344, 1.1063, 0.5439], [-0.1700, -2.6284, 0.8418], [0.3816, -2.1746, -0.7834], [1.5428, -2.7437, 0.4313], [-1.2326, 0.2734, 0.6409], [0.8995, -0.5061, 1.8066], [1.7308, 0.3033, -2.0605], [-0.1083, 0.3041, -1.9855], [1.3781, 2.4071, -0.0650], [-1.9547, 1.4783, -0.4836], [-1.6336, 1.9257, 1.2014], [-2.9175, 0.7432, 0.8361]],
  "multiplicity": 1,
  "homo_lumo_gap_ev": 7.963,
  "fmax_ha_per_bohr": 0.0079,
  "homo_energy_ev": -6.88,
  "relative_energy_ev": 4.152
}



# 4
{
  "formula": "C5H11N",
  "method": "ωB97M-V/def2-TZVPD",
  "elements": ["C", "C", "C", "N", "C", "C", "H", "H", "H", "H", "H", "H", "H", "H", "H", "H", "H"],
  "xyz": [[2.6476, 0.3948, 0.1927], [1.3602, -0.4183, 0.1566], [0.0842, 0.4177, 0.0941], [-1.0301, -0.5261, 0.0772], [-2.3525, -0.1673, 0.5245], [-2.0769, -0.4338, -0.9129], [2.7450, 1.0205, -0.7023], [3.5175, -0.2688, 0.2408], [2.6799, 1.0501, 1.0726], [1.3453, -1.0957, -0.7081], [1.2839, -1.0549, 1.0470], [0.0872, 1.0690, -0.7978], [0.0167, 1.0799, 0.9709], [-2.8347, -0.9208, 1.1454], [-2.5564, 0.8669, 0.8115], [-2.3646, -1.3705, -1.3875], [-2.0990, 0.4288, -1.5814]],
  "multiplicity": 1,
  "homo_lumo_gap_ev": 10.178,
  "fmax_ha_per_bohr": 0.0054,
  "smiles": "CCCN1CC1",
  "homo_energy_ev": -8.92,
  "relative_energy_ev": 1.422
}



# 5
{
  "formula": "C5H11N2",
  "method": "ωB97M-V/def2-TZVPD",
  "elements": ["C", "C", "C", "C", "N", "C", "N", "H", "H", "H", "H", "H", "H", "H", "H", "H", "H", "H"],
  "xyz": [[1.4995, -0.4582, 0.9046], [1.5670, -0.0219, -0.5361], [0.6743, 1.1620, -1.0626], [-0.7697, 1.0442, -1.2478], [-1.3588, -0.1691, -0.6954], [-2.6186, -0.4380, -0.9445], [0.0930, -0.5584, 1.5676], [1.9074, 0.2473, 1.7285], [2.1223, -1.2486, 1.1622], [1.2301, -0.8584, -1.1669], [2.6450, 0.2777, -0.7871], [1.2833, 1.9859, -1.3113], [-1.4149, 1.8880, -0.8467], [-3.2207, 0.3703, -1.0964], [-2.9102, -1.4114, -0.5712], [-0.4146, 0.3010, 1.8555], [-0.3627, -0.9559, 0.7357], [0.0483, -1.1566, 2.3118]],
  "multiplicity": 2,
  "homo_lumo_gap_ev": [4.340, 6.934],
  "fmax_ha_per_bohr": 0.1119,
  "homo_energy_ev": [-4.23, -6.97],
  "relative_energy_ev": 3.420,
  "s_squared": 0.7889
}



# 6
{
  "formula": "C5H11N2",
  "method": "ωB97M-V/def2-TZVPD",
  "elements": ["C", "C", "C", "C", "C", "N", "N", "H", "H", "H", "H", "H", "H", "H", "H", "H", "H", "H"],
  "xyz": [[-0.9080, 0.4710, 3.0963], [0.7006, -0.8868, -0.1630], [0.3162, 0.0553, -1.1808], [-0.1122, -0.3897, -2.3741], [0.5539, 1.4165, -0.7501], [-0.7858, 0.5722, 1.8639], [1.2025, -1.9982, -0.4903], [0.4753, -0.6405, 0.8076], [-0.2290, -1.5039, -2.5745], [-1.7850, 0.8378, 3.6283], [-0.3403, 0.2060, -3.2274], [0.0403, 2.1510, -1.4969], [1.5831, 1.5013, -0.6795], [0.2300, 1.4765, 0.2126], [1.3430, -2.2479, -1.4666], [-0.0552, 0.2835, 3.8078], [-1.6294, 0.8197, 1.3688], [1.4114, -2.7643, 0.1589]],
  "multiplicity": 1,
  "homo_lumo_gap_ev": 8.921,
  "fmax_ha_per_bohr": 0.0886,
  "homo_energy_ev": -13.82,
  "relative_energy_ev": 2.432,
  "charge": 1
}



# 7
{
  "formula": "C5H11N2",
  "method": "ωB97M-V/def2-TZVPD",
  "elements": ["C", "C", "C", "N", "C", "C", "N", "H", "H", "H", "H", "H", "H", "H", "H", "H", "H", "H"],
  "xyz": [[-1.9876, 1.1544, -0.2895], [-1.4899, -0.0184, 0.4966], [-1.7971, -1.4187, -0.0434], [-0.4829, -0.8537, -0.1805], [0.8202, -0.8420, -0.2821], [1.4712, 0.2892, 0.0462], [2.9232, 0.2466, -0.0523], [-2.2204, 0.8094, -1.2929], [-1.2164, 1.8581, -0.5767], [-2.7116, 1.7856, 0.1979], [-1.3021, -0.0287, 1.5339], [-1.6880, -2.2687, 0.6120], [-2.2318, -1.7556, -0.9429], [1.4276, -1.5680, -0.7923], [0.9152, 1.0918, 0.4989], [3.2573, 0.1854, -1.0345], [3.1408, -0.5572, 0.6120], [3.4059, 1.0021, 0.4289]],
  "multiplicity": 1,
  "homo_lumo_gap_ev": 8.579,
  "fmax_ha_per_bohr": 0.0569,
  "smiles": "C[C@H]1CN1/C=C/[NH3+]",
  "homo_energy_ev": -12.12,
  "relative_energy_ev": 3.282,
  "charge": 1
}



# 8
{
  "formula": "C5H11N2",
  "method": "ωB97M-V/def2-TZVPD",
  "elements": ["C", "C", "N", "C", "C", "C", "N", "H", "H", "H", "H", "H", "H", "H", "H", "H", "H", "H"],
  "xyz": [[2.7438, -0.6342, -0.0954], [1.7208, 0.3975, 0.1686], [0.4968, 0.2925, -0.1986], [-0.5462, 1.2330, -0.1883], [-1.9746, 0.5780, -0.1439], [-2.0634, -0.6801, 0.6723], [-1.9688, -0.7917, -0.7523], [2.5364, -1.4968, -0.6779], [3.0240, -1.1945, 0.8402], [3.7377, -0.2531, -0.4924], [2.0488, 1.4111, 0.6262], [0.2048, -0.5601, -0.6531], [-0.6528, 1.7944, -1.1303], [-0.2823, 1.7811, 0.7421], [-2.8668, 1.1479, -0.4344], [-3.0362, -0.8991, 1.2239], [-1.2459, -0.7326, 1.2736], [-2.7807, -1.1598, -1.1976]],
  "multiplicity": 1,
  "homo_lumo_gap_ev": 8.958,
  "fmax_ha_per_bohr": 0.0913,
  "smiles": "C/C=[NH+]/C[C@@H]1CN1",
  "homo_energy_ev": -13.54,
  "relative_energy_ev": 2.375,
  "charge": 1
}



no.,E (Eh)
1,-251.7396
2,-251.8078
3,-251.7100
4,-251.8103
5,-306.3910
6,-306.2941
7,-306.2629
8,-306.2962